Here is 7 unconnected molecules or ions with the total composition C33H34F32N2O7S in a non-equilibrium geometry from the OMol25 dataset. Energies are from the ωB97M-V functional and the def2-TZVPD basis.

Cartesian coordinates (Å):
F1 -6.62780 4.90427 3.19038
C1 -7.28866 4.53966 4.25646
F2 -8.17650 3.58511 3.80627
C2 -6.46301 3.96226 5.44628
F3 -7.26851 3.90083 6.44555
F4 -5.51383 4.83508 5.83831
C3 -5.79239 2.65985 5.02714
O1 -5.04270 1.97077 6.05901
C4 -3.97743 1.18822 5.54742
F5 -4.41503 0.20451 4.73319
F6 -3.03538 2.00079 4.95626
C5 -3.24593 0.54508 6.76081
F7 -4.06385 -0.09281 7.60248
F8 -2.32324 -0.30196 6.33767
H1 -7.87863 5.41595 4.52506
H2 -5.05740 3.00316 4.29912
H3 -6.44568 1.94970 4.52017
H4 -2.68997 1.31263 7.29922
F9 4.51336 4.01723 -0.11164
C6 4.78024 3.42123 1.04566
F10 6.10918 3.45458 1.29283
C7 3.96554 4.01668 2.23287
F11 2.63820 3.95641 2.06980
F12 4.35158 5.29078 2.31333
C8 4.22704 3.35443 3.57370
O2 4.29811 1.92893 3.36591
C9 3.84929 1.08674 4.40861
F13 4.56211 1.38299 5.49489
F14 2.54612 1.38654 4.69675
C10 3.90918 -0.45484 3.96998
F15 3.28999 -1.27669 4.80539
F16 3.49867 -0.71092 2.72024
H5 4.55763 2.35500 1.00450
H6 3.63231 3.66256 4.43361
H7 5.19915 3.67702 3.94659
H8 4.92690 -0.84261 4.01449
F17 -6.22735 -1.08248 -1.21498
C11 -5.94652 -2.14561 -1.97511
F18 -7.09668 -2.85092 -1.93846
C12 -5.39064 -1.76234 -3.37689
F19 -4.18024 -1.19717 -3.39002
F20 -6.15044 -0.80222 -3.89348
C13 -5.41998 -2.93104 -4.35564
O3 -4.41083 -3.89114 -4.08716
C14 -4.29782 -4.89758 -5.06205
F21 -5.20147 -5.81547 -4.91844
F22 -4.40717 -4.47084 -6.33948
C15 -2.87735 -5.57345 -4.93454
F23 -2.64228 -6.51116 -5.85117
F24 -1.90300 -4.65507 -4.94232
H9 -5.20953 -2.76243 -1.46082
H10 -5.42964 -2.49855 -5.35612
H11 -6.43376 -3.33053 -4.38321
H12 -2.80974 -6.02065 -3.94280
F25 7.97701 -1.99656 0.77484
C16 8.09319 -0.96388 -0.09127
F26 7.39334 0.10772 0.27958
C17 9.58400 -0.61184 -0.44150
F27 10.15192 -1.65201 -0.90978
F28 10.21740 -0.28831 0.69877
C18 9.78344 0.59001 -1.32581
O4 9.02685 0.43859 -2.49606
C19 9.18200 1.40556 -3.52768
F29 9.15834 2.65906 -3.03601
F30 10.39475 1.19681 -4.03312
C20 8.06966 1.04541 -4.62598
F31 8.22483 1.75221 -5.76513
F32 8.02071 -0.24398 -4.94139
H13 7.64760 -1.27992 -1.03449
H14 10.80399 0.73483 -1.68020
H15 9.42489 1.48419 -0.81593
H16 7.07982 1.36958 -4.30465
C21 -0.47565 -0.68544 0.73265
C22 0.26314 -1.18130 -0.55143
O5 1.33451 -0.32939 -1.02034
S1 2.23635 -0.84750 -2.39606
C23 0.92878 -0.78445 -3.71401
O6 3.25670 0.25555 -2.58222
O7 2.60975 -2.24044 -2.24644
H17 -1.38355 -1.21727 1.01722
H18 -0.73253 0.35561 0.53685
H19 0.25575 -0.60466 1.53678
H20 0.47361 -2.24000 -0.39990
H21 -0.55474 -1.14882 -1.27123
H22 1.33971 -1.11877 -4.66662
H23 0.63748 0.26363 -3.78310
H24 0.07729 -1.37811 -3.38139
C24 -1.27198 4.36784 -2.60818
C25 -2.64008 4.69518 -2.70909
C26 -3.05617 5.15888 -3.95440
N1 -2.20481 5.29829 -5.02245
C27 -0.92843 4.91835 -4.84722
C28 -0.39691 4.40223 -3.69140
H25 -1.02822 4.01257 -1.61785
H26 -3.41468 4.48639 -1.98605
H27 -4.02812 5.59939 -4.12078
H28 -0.33511 5.09680 -5.73183
H29 0.61379 4.02527 -3.63853
C29 -4.82320 -6.11464 2.62818
C30 -5.32906 -6.46682 1.40463
C31 -4.45878 -6.38047 0.27744
N2 -3.20028 -5.92111 0.40795
C32 -2.67592 -5.74369 1.65263
C33 -3.45869 -5.75037 2.83462
H30 -5.48691 -6.18355 3.47738
H31 -6.32792 -6.87187 1.33677
H32 -4.88891 -6.69479 -0.66202
H33 -1.69177 -5.30846 1.74435
H34 -2.98273 -5.56208 3.78562

Computed properties:
HOMO-LUMO gap   9.816 eV
Total charge   0
HOMO level   -9.81 eV
2S+1   1
E   -149875.5978 eV
SMILES   FC(F)C(F)(F)COC(F)(F)C(F)F.FC(F)C(F)(F)COC(F)(F)C(F)F.FC(F)C(F)(F)COC(F)(F)C(F)F.FC(F)C(F)(F)COC(F)(F)C(F)F.CCOS(C)(=O)=O.c1ccncc1.c1ccncc1


Here is a single C11H14Br3INO2P molecule in a non-equilibrium geometry from the OMol25 dataset. Energies are from the ωB97M-V functional and the def2-TZVPD basis.

Cartesian coordinates (Å):
C1 3.14724 1.85004 0.87981
C2 3.43415 0.66968 -0.22052
C3 3.79657 -0.70623 0.60441
C4 2.29542 0.50256 -1.38331
N1 0.95801 -0.02458 -0.91778
C5 0.65022 -1.42817 -0.44265
C6 -0.82757 -1.99013 0.02114
Br1 -0.93589 -3.89808 0.65315
C7 -2.12295 -0.95896 -0.04279
P1 -3.88171 -1.52049 0.47223
O1 -3.75701 -1.85751 2.21132
I1 -4.55442 -3.63449 -0.59141
C8 -1.77473 0.58445 -0.58631
C9 -3.06036 1.60088 -0.70356
C10 -3.22852 2.60493 0.58123
O2 -2.99838 3.91426 0.37451
Br2 -3.70301 2.00222 2.44432
C11 -0.21644 0.97370 -0.99619
H1 3.89411 1.64966 1.78855
H2 3.51423 2.88899 0.41815
H3 2.05493 1.89182 1.29660
H4 4.44014 0.98195 -0.78308
H5 4.76046 -0.58729 1.29602
H6 2.88309 -0.90105 1.34770
H7 3.87914 -1.66302 -0.07185
H8 2.68515 -0.20140 -2.23488
H9 2.12339 1.56898 -1.87863
H10 1.55646 -2.20327 -0.40872
H11 -4.61739 -1.58269 2.64434
H12 -4.10224 1.04286 -0.85027
H13 -2.93265 2.27856 -1.67814
H14 -0.04204 2.08740 -1.38053
Br3 -3.31739 -5.93557 -1.86284

Computed properties:
HOMO-LUMO gap   3.407 eV
Total charge   0
HOMO level   -6.18 eV
Relative energy (zero: lowest compared OMol25 entry of this formula, charge and spin)   11.640 eV
2S+1   1
E   -244724.1496 eV


Here is a molecular structure, C41H44F10GeN7O3SSr in a non-equilibrium geometry from the OMol25 dataset. Energies are from the ωB97M-V functional and the def2-TZVPD basis.

Cartesian coordinates (Å):
Sr1 -22.09334 2.40306 6.01179
C1 -24.58924 4.95003 3.56532
C2 -25.16659 3.56985 4.05418
C3 -24.93475 2.46115 3.02401
C4 -26.66866 3.71695 4.28702
O1 -24.42548 3.23671 5.22586
Ge1 -25.11976 1.79341 6.19247
O2 -23.87043 0.68804 5.32954
C5 -23.91475 -0.77404 5.23874
C6 -22.64585 -1.11776 4.52571
C7 -25.00173 -1.19576 4.28313
C8 -24.05915 -1.51477 6.53036
O3 -23.91677 1.89698 7.55941
C9 -24.09533 2.45386 8.85024
C10 -23.42338 1.47851 9.82384
C11 -23.64172 3.95259 8.85651
C12 -25.59957 2.44148 9.20881
H1 -25.04739 5.24245 2.60448
H2 -23.53659 4.76539 3.43907
H3 -24.67069 5.76895 4.32435
H4 -25.51978 2.65768 2.03518
H5 -25.32470 1.54092 3.38207
H6 -23.84063 2.33372 2.88923
H7 -27.09807 4.23428 3.41347
H8 -26.84002 4.40306 5.16790
H9 -27.21561 2.82242 4.43338
H10 -22.46782 -0.42665 3.68237
H11 -22.77639 -2.13779 4.18305
H12 -21.76781 -1.08680 5.13112
H13 -24.85731 -0.81708 3.29662
H14 -25.94818 -0.95180 4.72487
H15 -24.98767 -2.28571 4.26470
H16 -23.19725 -1.23639 7.11389
H17 -24.16060 -2.60073 6.38995
H18 -24.98748 -1.20511 7.11162
H19 -22.62113 0.89701 9.36648
H20 -24.17730 0.73701 10.20234
H21 -23.02975 2.06079 10.67827
H22 -22.55128 4.12393 8.78103
H23 -23.98565 4.52076 9.75064
H24 -24.14476 4.50107 8.07980
H25 -26.10750 1.46284 9.25343
H26 -26.07711 3.20752 8.61964
H27 -25.69324 2.80086 10.22597
C13 -19.43715 6.04017 10.01927
N1 -18.46854 5.82089 8.88446
C14 -18.86124 4.81640 7.89621
C15 -20.28522 5.01304 7.30035
N2 -20.64424 4.52853 5.96374
C16 -20.20373 5.16755 4.96104
C17 -19.54260 6.44440 4.91937
F1 -18.91756 7.05396 5.95192
C18 -19.30032 6.90380 3.64692
F2 -18.52292 7.99881 3.61146
C19 -19.43023 6.21814 2.44115
F3 -18.92328 6.73787 1.34002
C20 -20.12131 5.07018 2.47384
F4 -20.47215 4.48650 1.39813
C21 -20.62056 4.66306 3.70209
F5 -21.55637 3.68138 3.70079
C22 -17.07778 5.73372 9.31791
C23 -16.15969 6.01803 8.11172
N3 -15.51269 4.82472 7.54656
C24 -15.48384 4.85324 6.18954
C25 -15.59139 5.99520 5.35075
F6 -15.37178 7.17381 6.03444
C26 -15.87935 5.92355 3.99864
F7 -15.91227 7.10620 3.26238
C27 -16.02771 4.65498 3.35278
F8 -16.10079 4.56893 2.08532
C28 -16.02892 3.50706 4.14363
F9 -16.46182 2.42307 3.42941
C29 -15.66795 3.64580 5.51766
F10 -15.85777 2.65938 6.36555
H28 -20.27694 6.67755 9.62513
H29 -19.95350 5.13205 10.34189
H30 -18.84069 6.55460 10.79411
H31 -18.00827 4.74787 7.20079
H32 -18.91366 3.81718 8.36649
H33 -20.86312 4.37309 7.95433
H34 -20.71288 5.96115 7.59105
H35 -16.94167 6.59197 9.96204
H36 -16.77635 4.84435 9.86301
H37 -16.84636 6.48707 7.40115
H38 -15.35183 6.66412 8.42198
S1 -15.04568 -1.24512 6.79105
N4 -16.12298 -0.86949 7.92180
C30 -17.13732 -0.26872 7.32634
C31 -18.27828 0.40996 7.95759
C32 -18.31490 0.63163 9.29019
C33 -19.33028 1.39853 9.79329
C34 -20.30636 1.87337 8.91610
N5 -20.25810 1.63451 7.59668
C35 -19.20193 0.95773 7.08090
C36 -19.09053 0.78679 5.58180
N6 -20.08275 1.26828 4.80532
C37 -19.98906 1.03771 3.49645
C38 -18.94040 0.30917 2.90870
C39 -17.97625 -0.14385 3.73648
C40 -18.03356 0.17478 5.04630
C41 -16.99680 -0.30764 5.96575
N7 -15.83857 -0.84484 5.52082
H39 -17.55597 0.25533 9.96104
H40 -19.36578 1.78726 10.85378
H41 -21.12001 2.50277 9.29319
H42 -20.78939 1.44694 2.86048
H43 -18.86674 0.22951 1.81356
H44 -17.14076 -0.64017 3.31124

Computed properties:
HOMO-LUMO gap (alpha / beta)   5.622 / 4.949 eV
Total charge   0
HOMO level (alpha / beta)   -6.54 / -6.54 eV
Relative energy (zero: lowest compared OMol25 entry of this formula, charge and spin)   2.937 eV
2S+1   2
E   -155163.9359 eV


Here is a single C2H4N2 molecule in a non-equilibrium geometry from the OMol25 dataset. Energies are from the ωB97M-V functional and the def2-TZVPD basis.

Cartesian coordinates (Å):
C1 1.64143 0.17911 0.20245
N1 0.54966 -0.47824 -0.17032
N2 -0.48827 0.21063 -0.40314
C2 -1.64960 -0.01935 0.18574
H1 2.73125 -0.14643 0.10644
H2 1.31045 1.11214 0.53697
H3 -1.80161 -0.71618 1.04704
H4 -2.62077 0.66519 -0.00532

Computed properties:
HOMO-LUMO gap   9.737 eV
Total charge   0
HOMO level   -9.41 eV
Relative energy (zero: lowest compared OMol25 entry of this formula, charge and spin)   3.266 eV
2S+1   1
E   -5115.6941 eV
SMILES   C=NN=C